1.
{"formula": "C7H12S", "method": "the ωB97M-V functional and the def2-TZVPD basis", "symbols": ["C", "C", "C", "C", "C", "S", "C", "C", "H", "H", "H", "H", "H", "H", "H", "H", "H", "H", "H", "H"], "xyz": [[0.05896, 1.76218, -1.44267], [0.20017, 1.32107, -0.15067], [1.14242, 1.96989, 1.12376], [-0.92997, 0.33306, 0.12390], [-2.16851, 0.68147, -0.05989], [-0.51951, -1.22358, 0.87452], [0.35889, -2.01595, -0.48178], [1.81772, -1.36268, -0.76171], [0.81000, 2.54147, -2.00806], [-0.69565, 1.24954, -2.11358], [1.59238, 1.32068, 1.92708], [0.34611, 2.73321, 1.65535], [1.86732, 2.48510, 0.61657], [-2.94344, 0.10380, 0.14465], [-2.28882, 1.66705, -0.34326], [0.50376, -3.08457, -0.10752], [-0.50990, -2.04983, -1.39576], [2.55405, -1.51792, -0.01294], [1.79580, -0.25200, -0.80192], [2.40242, -1.75339, -1.65859]], "forces_ev_per_angstrom": [[2.4808, 1.0388, -0.4785], [-0.7231, 0.7360, 0.0711], [-5.1017, -0.7713, 0.1117], [2.8348, -0.2750, 1.3966], [2.0621, 1.4996, -0.2858], [-0.0350, 0.1196, 0.2779], [-0.1111, -0.7445, -1.6804], [-0.7455, 0.0881, -1.6606], [-1.9977, -1.8800, 1.7165], [1.1253, 0.8181, 0.9240], [-0.8467, 0.1641, -1.2704], [2.1887, -1.8511, -1.2845], [1.8886, 1.5631, -0.9228], [-3.3562, -2.6199, 0.7426], [-0.7867, 1.8804, -0.6688], [-0.2525, 1.3202, -0.7185], [3.0566, 0.1193, 2.1084], [0.0596, -0.7240, 1.4698], [-0.3583, -0.9004, -0.4562], [-1.3819, 0.4188, 0.6079]], "mulliken_charge": [-0.60, 0.12, -1.08, 0.23, -0.93, -0.13, -0.34, -0.86, 0.21, 0.29, 0.27, 0.27, 0.41, 0.44, 0.36, 0.31, 0.24, 0.31, 0.18, 0.30], "relative_energy_kj_mol": 410.8, "smiles": "C=C(C)C(=C)SCC", "e_homo_ha": -0.3138, "max_force_ev_per_a": 5.2, "total_energy_ev": -18284.97460, "multiplicity": 1}

---

2.
{"formula": "C6H17N2", "method": "the ωB97M-V functional and the def2-TZVPD basis", "symbols": ["C", "N", "C", "N", "H", "H", "H", "H", "H", "H", "H", "C", "C", "C", "C", "H", "H", "H", "H", "H", "H", "H", "H", "H", "H"], "xyz": [[3.41814, -1.19603, 0.70188], [0.22228, -2.75817, -0.19310], [1.47634, -2.56008, 0.10227], [1.99314, -1.40691, 0.42315], [3.79566, -0.43610, 0.02534], [3.94132, -2.13555, 0.58199], [3.53095, -0.78960, 1.70247], [-0.43434, -1.99875, -0.33780], [-0.07981, -3.68290, -0.45741], [2.13818, -3.41964, 0.11956], [1.38989, -0.59264, 0.38860], [-0.90407, 2.53736, 0.54525], [-1.84354, 1.45995, 0.01731], [-2.36332, 1.84369, -1.36686], [-1.15196, 0.09715, 0.01394], [-0.61695, 2.35658, 1.58367], [-0.01258, 2.61226, -0.07872], [-1.40538, 3.50247, 0.58490], [-2.68684, 1.39069, 0.70810], [-3.02142, 1.07069, -1.76288], [-1.52276, 1.97115, -2.04839], [-2.92671, 2.76571, -1.27747], [-0.75018, -0.11094, 1.00904], [-1.88145, -0.65048, -0.29901], [-0.30461, 0.13008, -0.68583]], "forces_ev_per_angstrom": [[-0.3876, 0.4757, 0.0692], [-0.5081, -0.2629, -0.4466], [0.5668, 0.1633, 0.3717], [-0.0414, -0.0509, -0.2580], [0.1467, -0.1568, -0.2558], [0.1790, -0.0148, 0.0431], [0.0413, -0.2619, 0.1843], [0.0730, -0.0334, 0.1810], [0.0032, 0.0216, 0.0444], [-0.0499, 0.0005, -0.0130], [0.0501, -0.0044, 0.1005], [-0.2000, 0.0132, 0.3878], [0.1019, 0.2109, 0.1185], [0.0742, -0.4302, 0.4554], [0.1011, 0.5828, -0.0546], [0.1962, -0.2318, -0.0596], [0.0672, 0.1214, 0.0044], [0.0243, 0.1148, -0.3022], [-0.0885, -0.0338, -0.0298], [-0.0532, 0.0181, -0.0962], [-0.0373, 0.1418, -0.1465], [-0.0263, 0.1776, -0.2414], [-0.2031, -0.2251, 0.1002], [0.1141, -0.2900, 0.0370], [-0.1439, -0.0456, -0.1940]], "mulliken_charge": [-0.81, -0.16, 0.31, -0.07, 0.31, 0.33, 0.31, 0.17, 0.24, 0.32, 0.13, -1.51, 0.66, -1.43, -1.70, 0.38, 0.33, 0.40, 0.26, 0.37, 0.33, 0.41, 0.61, 0.37, 0.42], "relative_energy_kj_mol": 0.0, "charge": 1, "e_homo_ha": -0.5339, "max_force_ev_per_a": 0.7, "total_energy_ev": -9472.03435, "multiplicity": 1}

---

Number 2 is which compound? C6H17N2

---

Which formula does entry 1 have? C7H12S

---

Number 1 is which compound? C7H12S